1.
This record from the Open Molecules 2025 dataset describes a cluster of 2 separate species, C2H6O3 in total. The level of theory is wB97M-V/def2-TZVPD.

Structure (XYZ):
```
11
Properties=species:S:1:pos:R:3:nbo_charge:R:1
C -0.9265 1.0292 -0.8357 -0.73
C -0.4330 0.1850 0.3019 0.77
O 0.4931 0.4028 1.0712 -0.60
O -1.2014 -0.9150 0.4730 -0.68
H -0.3152 1.9034 -0.9960 0.24
H -1.0238 0.4343 -1.7786 0.24
H -1.9802 1.3748 -0.6394 0.25
H -0.8427 -1.3241 1.2736 0.50
O 1.8114 -1.3466 0.4704 -0.93
H 1.7369 -0.5276 -0.1226 0.47
H 2.6813 -1.2164 0.7823 0.46
```

Its energy above the lowest of the compared OMol25 structures with the same formula, charge and spin is 1.032 eV. For the HOMO energy, the calculation gives -10.1 eV. The LUMO energy comes out at 0.74 eV. Its HOMO-LUMO gap is 0.3995 hartree.

2.
This record from the Open Molecules 2025 dataset describes a structure of composition C28H68Cl4N4. The level of theory is wB97M-V/def2-TZVPD.

Structure (XYZ):
```
104
Properties=species:S:1:pos:R:3:lowdin_charge:R:1
Cl 1.6824 3.2174 4.8198 0.63
C 0.4467 1.9857 4.7762 -0.69
C -0.8535 2.5355 4.1874 -0.63
Cl -1.6377 3.4918 5.5018 0.55
H 0.1646 1.4517 5.5784 0.02
H 0.7001 1.2972 4.0648 0.01
H -1.4464 1.7029 3.9023 0.03
H -0.7106 2.9815 3.1935 0.07
Cl -5.0532 4.0460 -1.0878 0.51
C -4.6448 4.2434 0.7066 -0.55
C -3.2870 3.4476 0.9431 -0.58
Cl -3.8274 1.7586 1.3408 0.59
H -5.4027 3.8131 1.2436 0.02
H -4.2930 5.1494 0.9504 0.02
H -2.9137 3.8912 1.8803 0.06
H -2.6176 3.5688 0.0260 0.09
C 2.1578 -0.5344 -6.5239 -0.07
C 2.7799 -1.1216 -5.2950 -0.29
N 3.5230 -0.1060 -4.5212 -0.16
C 3.4030 -0.1880 -3.0812 -0.33
C 3.3611 -1.4149 -2.4326 -0.12
C 4.9310 -0.2444 -4.9004 -0.28
C 5.5865 1.0490 -4.5602 -0.12
H 1.3071 0.0162 -6.3206 0.05
H 1.6783 -1.4216 -7.0484 0.11
H 2.8965 -0.0689 -7.0420 0.03
H 3.2846 -2.0566 -5.5430 0.11
H 2.0384 -1.6122 -4.7073 0.08
H 2.4526 0.1249 -3.1735 0.08
H 3.9324 0.4424 -2.3936 0.12
H 3.2178 -2.3312 -2.9741 0.08
H 2.6778 -1.3219 -1.5326 0.09
H 4.3703 -1.4672 -2.0698 0.07
H 4.9681 -0.3194 -6.2570 0.20
H 5.3594 -1.0099 -4.2841 0.10
H 6.6290 0.7090 -4.7180 0.07
H 5.8711 0.9685 -3.4981 0.07
H 5.2065 1.9449 -5.0514 0.09
C -4.4259 -3.2786 -2.6166 -0.09
C -4.2137 -1.8897 -2.1675 -0.17
N -2.8496 -1.4058 -2.7606 -0.18
C -2.6422 -0.1641 -3.1326 -0.39
C -3.2147 0.9661 -2.4889 -0.09
C -1.7543 -1.9729 -1.8595 -0.25
C -0.4957 -2.2107 -2.5426 -0.10
H -4.2462 -3.4721 -3.7041 0.11
H -5.3022 -3.5205 -2.5203 -0.04
H -3.7440 -4.0674 -2.1152 0.11
H -4.0151 -1.6782 -1.0508 0.13
H -5.0084 -1.2304 -2.4818 0.11
H -3.1246 -0.2381 -4.0364 0.09
H -1.5977 -0.0219 -3.5987 0.17
H -4.1603 1.0994 -1.9305 0.08
H -3.4823 1.6133 -3.2795 0.08
H -2.4919 1.2824 -1.8963 0.00
H -1.9880 -2.8277 -1.2959 0.09
H -1.7347 -1.1060 -1.1578 0.11
H 0.0883 -2.7871 -1.7223 0.12
H -0.0699 -1.3440 -3.0168 0.05
H -0.6424 -2.8410 -3.3228 0.04
C 0.0777 0.9895 -0.1034 -0.07
C 1.0057 1.9170 0.5127 -0.21
N 2.3591 1.2487 0.5653 -0.16
C 3.4918 1.9247 0.7883 -0.38
C 3.3970 3.0977 1.5704 -0.12
C 2.4078 0.2439 1.6981 -0.26
C 2.9941 -1.0435 1.2518 -0.09
H -0.0053 0.1323 0.3615 0.01
H 0.2701 0.5803 -1.1172 0.10
H -0.7750 1.5800 -0.4100 0.07
H 0.7454 2.4246 1.3960 0.08
H 1.2918 2.6565 -0.1631 0.11
H 3.4735 2.4585 -0.1059 0.09
H 4.3303 1.1691 0.6665 0.17
H 2.4754 3.6635 1.9693 0.11
H 4.1759 3.8333 1.4775 0.09
H 3.7459 2.9202 2.5096 0.01
H 1.3510 0.2490 2.0787 0.10
H 3.0430 0.6053 2.6097 0.14
H 3.3004 -1.7476 2.0062 0.07
H 3.8027 -0.8498 0.6368 0.03
H 2.1980 -1.5630 0.5349 0.11
C 0.7107 -2.2687 4.5001 -0.11
C -0.6174 -2.4021 3.6739 -0.25
N -1.4917 -1.2476 3.9854 -0.17
C -2.4774 -0.8111 3.0049 -0.39
C -2.9257 -1.7792 2.1262 -0.15
C -2.2468 -1.5635 5.2502 -0.22
C -2.6175 -0.2842 6.0455 -0.04
H 0.4960 -2.5177 5.5477 0.05
H 1.3487 -1.3360 4.3978 0.06
H 1.5645 -3.0741 4.1560 0.11
H -1.0147 -3.3627 4.0993 0.12
H -0.2886 -2.4171 2.5887 0.12
H -1.7182 -0.4937 2.4012 0.06
H -2.9846 0.0602 3.2004 0.05
H -2.4176 -2.8429 1.8006 0.14
H -2.8493 -1.2195 1.1294 0.06
H -4.1186 -2.0831 2.3279 0.13
H -1.6164 -2.2332 5.7599 0.07
H -3.1254 -2.2115 5.0314 0.12
H -3.0968 0.4518 5.6125 0.00
H -1.6070 0.2948 6.2467 0.10
H -2.8852 -0.6723 6.9790 0.05
```

Its energy above the lowest of the compared OMol25 structures with the same formula, charge and spin is 1.130 eV. For the HOMO energy, the calculation gives -7.5 eV. The LUMO energy comes out at 0.51 eV. Its HOMO-LUMO gap is 0.2945 hartree.

3.
This record from the Open Molecules 2025 dataset describes the ion C4H10NO with charge +2. The level of theory is wB97M-V/def2-TZVPD.

Structure (XYZ):
```
16
Properties=species:S:1:pos:R:3:lowdin_spin:R:1
C 1.0711 -1.0449 0.1438 0.07
C -0.1545 -0.6265 -0.4024 0.00
C -0.5586 0.7919 -0.1804 0.00
C -1.9459 1.1209 0.2160 0.00
O -1.8373 0.6255 1.6122 0.02
N 2.2375 -0.7441 -0.8275 0.84
H 1.2974 -0.4344 1.0222 0.02
H 1.2528 -2.0845 0.3352 0.01
H -1.4692 -0.1971 1.3437 0.00
H -0.5968 -1.2125 -1.1815 0.00
H 0.1706 1.1284 0.6576 0.00
H -0.2207 1.4301 -1.0227 0.00
H -2.2080 2.1946 0.3054 0.00
H 2.7862 -1.5280 -1.0626 0.02
H -2.7699 0.5934 -0.3128 0.00
H 2.9451 -0.0127 -0.6462 0.02
```

Its energy above the lowest of the compared OMol25 structures with the same formula, charge and spin is 5.545 eV. For the HOMO energy (alpha / beta), the calculation gives -19.5 / -19.4 eV. Its spin multiplicity is 2. The LUMO energy (alpha / beta) comes out at -13.29 / -14.38 eV. Its net charge is +2. Its HOMO-LUMO gap (alpha / beta) is 0.2300 / 0.1851 hartree.

4.
This record from the Open Molecules 2025 dataset describes a structure of composition C11H34BInN6O4P. The level of theory is wB97M-V/def2-TZVPD.

Structure (XYZ):
```
58
Properties=species:S:1:pos:R:3:lowdin_charge:R:1
C -1.8047 -3.6866 0.0365 -0.41
P -2.3382 -2.1468 0.9755 0.64
C -1.2825 -0.8273 0.1685 -0.42
In -4.6944 -1.6791 0.0854 0.49
N -5.8888 -0.6256 1.5609 -0.23
N -4.5350 -0.4157 -1.6340 -0.22
B -5.7005 -3.7116 -0.2873 -0.68
N -6.1918 -4.1363 -1.6304 0.05
O -5.8174 -4.6410 0.7364 0.03
H -2.6419 -4.1771 -0.4550 -0.01
H -1.3768 -4.4162 0.7142 0.00
H -1.0773 -3.4101 -0.7198 0.00
H -0.2779 -1.2021 0.0447 -0.02
H -1.7006 -0.5211 -0.7848 0.00
H -1.2999 0.0385 0.8242 -0.01
H -6.8485 -0.8434 1.3069 -0.10
H -5.7916 0.3715 1.3832 -0.10
H -4.2096 -0.8796 -2.4710 -0.09
H -5.3657 0.1243 -1.8356 -0.09
H -6.6270 -3.2967 -2.0062 0.03
H -5.3629 -4.2268 -2.2204 0.04
H -6.1450 -4.1889 1.5315 0.07
C -0.5196 4.0624 3.6599 -0.02
C -1.0099 2.6537 3.3976 -0.56
O -0.2363 1.7203 3.2957 0.04
N -2.3535 2.4814 3.2852 0.02
C -3.3920 3.4859 3.3888 -0.08
H 0.5634 4.0398 3.7250 0.08
H -0.8095 4.7303 2.8476 0.08
H -0.9217 4.4440 4.5996 0.08
H -2.6403 1.5281 3.1109 0.15
H -4.0738 3.2357 4.2040 0.08
H -3.9674 3.5231 2.4622 0.08
H -2.9666 4.4661 3.5766 0.06
C 1.8983 -2.6576 -3.7365 -0.01
C 1.8429 -1.8857 -2.4364 -0.53
O 0.8175 -1.7964 -1.7876 0.04
N 2.9906 -1.2894 -2.0136 0.02
C 4.2896 -1.2905 -2.6469 -0.09
H 0.9129 -3.0681 -3.9315 0.08
H 2.1776 -2.0033 -4.5639 0.08
H 2.6146 -3.4780 -3.6691 0.08
H 2.8947 -0.7849 -1.1436 0.13
H 5.0251 -1.7298 -1.9691 0.08
H 4.5903 -0.2624 -2.8595 0.07
H 4.2868 -1.8570 -3.5726 0.07
C 5.6123 2.7741 -1.5863 -0.01
C 5.3519 1.8973 -0.3841 -0.55
O 4.4124 1.1246 -0.3397 0.04
N 6.2096 1.9997 0.6671 0.01
C 7.3719 2.8555 0.8000 -0.08
H 4.8447 2.5760 -2.3273 0.08
H 5.5700 3.8286 -1.3116 0.08
H 6.5883 2.5543 -2.0212 0.08
H 5.9740 1.3906 1.4348 0.14
H 8.2672 2.2507 0.9562 0.08
H 7.2512 3.5208 1.6569 0.08
H 7.5106 3.4581 -0.0908 0.07
```

Its energy above the lowest of the compared OMol25 structures with the same formula, charge and spin is 0.452 eV. For the HOMO energy, the calculation gives -2.7 eV. The LUMO energy comes out at 1.90 eV. Its net charge is -1. Its HOMO-LUMO gap is 0.1703 hartree.